Record 1
{
  "formula": "C26H41AuN4O6P2S",
  "method": "ωB97M-V/def2-TZVPD",
  "max_force_ev_per_a": 0.394,
  "spin_multiplicity": 3,
  "total_energy_ev": -78969.062,
  "charge": 2,
  "gap_ev": [7.052, 6.173],
  "e_above_lowest_kcal_mol": 0.00,
  "species": ["Au", "N", "C", "S", "N", "N", "C", "C", "C", "C", "C", "C", "C", "C", "C", "C", "C", "C", "N", "H", "H", "H", "H", "H", "H", "H", "H", "H", "H", "H", "C", "C", "C", "O", "P", "O", "C", "P", "O", "O", "C", "C", "C", "O", "C", "C", "C", "O", "C", "C", "C", "H", "H", "H", "H", "H", "H", "H", "H", "H", "H", "H", "H", "H", "H", "H", "H", "H", "H", "H", "H", "H", "H", "H", "H", "H", "H", "H", "H", "H", "H"],
  "coordinates": [[-0.177, -0.086, 0.974], [2.436, 3.406, 0.828], [1.579, 2.410, 0.955], [1.786, 0.962, 0.104], [0.568, 2.714, 1.867], [-0.369, 1.825, 1.934], [-1.346, 1.954, 2.841], [-1.461, 3.075, 3.747], [-1.300, 4.396, 3.296], [-1.428, 5.445, 4.183], [-1.671, 5.193, 5.530], [-1.813, 3.889, 5.992], [-1.731, 2.834, 5.106], [-2.318, 0.843, 2.861], [-3.552, 0.972, 3.481], [-4.436, -0.104, 3.456], [-4.074, -1.257, 2.791], [-2.839, -1.300, 2.148], [-1.991, -0.288, 2.196], [3.241, 3.327, 0.227], [2.301, 4.250, 1.365], [-1.126, 4.591, 2.248], [-1.340, 6.463, 3.830], [-1.753, 6.020, 6.223], [-1.987, 3.700, 7.042], [-1.824, 1.818, 5.467], [-3.826, 1.901, 3.958], [-5.399, -0.024, 3.941], [-4.737, -2.109, 2.742], [-2.522, -2.159, 1.570], [-0.781, -1.597, -5.568], [-2.077, -1.434, -4.805], [-3.123, -0.659, -5.573], [-1.798, -0.681, -3.578], [-1.850, -1.302, -2.138], [-1.673, -0.262, -1.112], [-0.563, -2.579, -2.082], [-0.210, -3.259, -0.459], [0.142, -2.178, 0.521], [-1.512, -4.051, -0.091], [-1.575, -5.213, 0.810], [-1.002, -4.882, 2.170], [-3.029, -5.619, 0.847], [1.008, -4.222, -0.532], [1.261, -5.539, -1.145], [0.320, -5.844, -2.290], [2.713, -5.530, -1.558], [-3.156, -2.175, -2.037], [-4.486, -1.556, -2.126], [-4.981, -1.295, -0.722], [-5.356, -2.508, -2.911], [-0.963, -2.135, -6.497], [-0.040, -2.154, -4.993], [-0.366, -0.618, -5.811], [-2.481, -2.409, -4.517], [-2.748, 0.332, -5.827], [-4.043, -0.550, -4.998], [-3.361, -1.186, -6.498], [0.364, -2.120, -2.436], [-0.835, -3.389, -2.760], [-0.985, -6.001, 0.338], [-1.580, -4.091, 2.653], [0.039, -4.564, 2.118], [-1.056, -5.771, 2.799], [-3.634, -4.822, 1.284], [-3.151, -6.514, 1.456], [-3.397, -5.827, -0.157], [1.112, -6.251, -0.332], [0.550, -5.224, -3.157], [-0.728, -5.717, -2.015], [0.454, -6.886, -2.581], [2.884, -4.789, -2.340], [2.983, -6.512, -1.948], [3.357, -5.305, -0.711], [-4.374, -0.610, -2.663], [-5.018, -2.237, -0.168], [-5.986, -0.874, -0.757], [-4.322, -0.597, -0.205], [-5.433, -3.464, -2.392], [-4.947, -2.683, -3.905], [-6.358, -2.092, -3.020]],
  "atomic_forces_ev_per_a": [[0.1, 0.1, 0.0], [0.0, 0.0, 0.0], [0.1, 0.0, -0.1], [0.0, 0.0, 0.0], [0.0, 0.0, 0.0], [-0.1, -0.1, 0.1], [0.0, -0.1, 0.0], [0.0, 0.1, 0.0], [0.0, 0.0, 0.0], [0.0, 0.0, 0.0], [0.0, 0.0, 0.0], [0.0, 0.0, 0.0], [0.0, 0.0, 0.0], [0.0, 0.0, 0.0], [0.0, -0.1, 0.0], [0.0, 0.0, 0.0], [0.0, 0.0, 0.0], [0.0, 0.0, 0.0], [0.0, 0.0, 0.0], [0.0, 0.0, 0.0], [0.0, 0.0, 0.0], [0.0, 0.0, 0.0], [0.0, 0.0, 0.0], [0.0, 0.0, 0.0], [0.0, 0.0, 0.0], [0.0, 0.0, 0.0], [0.0, 0.0, 0.0], [0.0, 0.0, 0.0], [0.0, 0.0, 0.0], [0.0, 0.0, 0.0], [0.0, 0.0, 0.0], [-0.1, 0.0, -0.1], [0.0, 0.0, 0.0], [0.1, 0.0, 0.1], [0.1, -0.3, -0.3], [-0.1, 0.2, 0.3], [-0.1, 0.0, 0.1], [0.1, 0.2, 0.1], [-0.1, -0.3, -0.1], [0.0, 0.0, 0.0], [0.0, 0.0, 0.0], [0.0, 0.0, 0.1], [0.0, 0.1, 0.0], [0.0, 0.1, -0.1], [0.0, 0.0, 0.0], [0.0, 0.0, 0.0], [0.0, 0.0, 0.0], [0.0, -0.1, 0.0], [0.1, 0.1, 0.0], [0.0, -0.1, 0.0], [0.0, 0.0, 0.0], [0.0, 0.0, 0.0], [0.0, 0.0, 0.0], [0.0, 0.0, 0.0], [0.0, 0.0, 0.0], [0.0, 0.0, 0.0], [0.0, 0.0, 0.0], [0.0, 0.0, 0.0], [0.0, 0.0, 0.0], [0.0, 0.0, 0.0], [0.0, 0.0, 0.0], [0.0, 0.0, 0.0], [0.0, 0.0, 0.0], [0.0, 0.0, 0.0], [0.0, 0.0, 0.0], [0.0, 0.0, 0.0], [0.0, 0.0, 0.0], [0.0, 0.0, 0.0], [0.0, 0.0, 0.0], [0.0, 0.0, 0.0], [0.0, 0.0, 0.0], [0.0, 0.0, 0.0], [0.0, 0.0, 0.0], [0.0, 0.0, 0.0], [0.0, 0.0, 0.0], [0.0, 0.0, 0.0], [0.0, 0.0, 0.0], [0.0, 0.0, 0.0], [0.0, 0.0, 0.0], [0.0, 0.0, 0.0], [0.0, 0.0, 0.0]]
}


Record 2
{
  "formula": "C26H41BClFI2N3O9P",
  "method": "ωB97M-V/def2-TZVPD",
  "max_force_ev_per_a": 7.467,
  "total_energy_ev": -91927.082,
  "gap_ev": 6.104,
  "species": ["C", "C", "O", "O", "C", "C", "C", "C", "C", "C", "B", "O", "O", "C", "I", "N", "I", "C", "C", "N", "C", "O", "O", "C", "F", "C", "C", "C", "Cl", "N", "C", "C", "C", "O", "C", "C", "C", "C", "C", "C", "C", "P", "O", "O", "H", "H", "H", "H", "H", "H", "H", "H", "H", "H", "H", "H", "H", "H", "H", "H", "H", "H", "H", "H", "H", "H", "H", "H", "H", "H", "H", "H", "H", "H", "H", "H", "H", "H", "H", "H", "H", "H", "H", "H", "H"],
  "coordinates": [[6.257, 1.178, -0.141], [5.671, 2.055, -1.246], [5.599, 1.703, -2.399], [5.204, 3.310, -0.867], [3.784, 3.329, -0.763], [3.262, 2.265, 0.237], [1.740, 2.506, 0.520], [0.820, 1.885, -0.556], [-0.100, 0.661, -0.472], [-0.888, 0.675, -1.826], [-0.269, 1.249, -3.186], [-0.443, 2.612, -3.485], [0.382, 0.543, -4.151], [0.563, -0.760, -0.470], [2.278, -1.002, -1.859], [0.970, -1.303, 0.790], [0.856, -3.316, 0.775], [0.877, -0.526, 2.016], [0.931, -1.420, 3.327], [2.264, -2.022, 3.502], [2.337, 0.110, 2.147], [2.651, 0.903, 3.079], [3.204, -0.289, 1.363], [-0.340, 0.458, 2.046], [-1.175, -0.295, 2.956], [-0.242, 1.696, 2.994], [-1.203, 1.860, 4.201], [-2.709, 2.072, 4.003], [-3.528, 1.810, 5.613], [-1.091, 0.605, 0.708], [-2.073, -0.536, 0.704], [-3.013, -0.930, -0.456], [-4.392, -1.390, 0.122], [-2.510, -2.101, -1.119], [-2.986, -2.233, -2.451], [-2.229, -3.412, -3.049], [-2.649, -4.703, -2.753], [-1.920, -5.765, -3.267], [-0.796, -5.538, -4.042], [-0.383, -4.253, -4.360], [-1.118, -3.196, -3.841], [-2.200, 2.142, 0.803], [-1.627, 3.646, 0.553], [-3.711, 2.006, 0.148], [7.241, 0.832, -0.478], [5.572, 0.347, 0.071], [6.400, 1.777, 0.765], [3.373, 3.074, -1.763], [3.429, 4.340, -0.527], [3.844, 2.278, 1.161], [3.344, 1.315, -0.304], [1.646, 2.294, 1.585], [1.676, 3.613, 0.452], [0.212, 2.718, -0.950], [1.550, 1.711, -1.364], [-1.859, 1.205, -1.729], [-1.180, -0.349, -2.116], [0.245, 3.139, -3.062], [0.090, -0.377, -4.177], [-0.112, -1.517, -0.889], [0.184, -2.217, 3.345], [0.807, -0.777, 4.206], [2.680, -1.661, 4.353], [2.172, -3.022, 3.645], [0.701, 1.516, 3.550], [-0.059, 2.677, 2.547], [-1.066, 1.103, 4.982], [-0.840, 2.779, 4.697], [-2.913, 3.114, 3.742], [-3.193, 1.375, 3.322], [-2.848, -0.226, 1.422], [-1.636, -1.503, 0.983], [-3.297, -0.152, -1.175], [-5.093, -1.626, -0.679], [-4.218, -2.220, 0.817], [-4.785, -0.545, 0.711], [-4.066, -2.448, -2.512], [-2.811, -1.313, -3.037], [-3.522, -4.823, -2.115], [-2.241, -6.775, -3.017], [-0.207, -6.370, -4.423], [0.493, -4.022, -4.959], [-0.823, -2.167, -4.051], [-0.690, 3.858, 0.689], [-4.251, 2.759, 0.440]],
  "atomic_forces_ev_per_a": [[0.2, 1.0, -0.1], [0.0, -0.6, -0.8], [0.0, 0.3, 0.9], [0.2, -0.4, 0.4], [-0.8, -0.7, -0.4], [-0.5, 0.7, -1.2], [1.5, 0.7, 0.5], [0.4, 1.4, 0.3], [0.7, -2.0, -1.5], [-0.9, -0.6, -0.4], [0.7, 1.4, -0.3], [0.5, -0.4, 0.5], [-1.3, -0.2, 0.0], [0.7, -0.9, 0.9], [0.0, 0.2, -0.1], [-1.7, 0.5, 0.0], [0.0, -0.4, 0.1], [2.2, 0.2, -0.4], [0.6, 0.0, 0.5], [-0.5, -0.5, 0.3], [2.9, 1.2, 0.3], [-2.0, 0.0, 0.5], [-1.1, -0.7, -1.0], [-0.8, -0.5, 3.5], [-1.0, 0.0, -1.4], [1.2, 0.5, 0.8], [-0.4, 0.5, 0.2], [0.1, -0.1, 0.6], [0.1, 0.2, -0.3], [1.5, -1.1, -2.8], [-2.1, -0.7, -0.5], [-1.5, -0.9, -0.7], [1.0, 1.1, 0.9], [0.4, 1.1, -0.2], [0.3, -0.8, -0.6], [-0.7, 0.7, 0.3], [0.3, 0.3, -0.2], [-0.5, -0.3, 0.5], [0.7, -0.4, -0.6], [-0.3, 0.4, 0.4], [0.2, 0.3, -0.2], [-2.4, 1.8, 6.8], [0.0, -0.5, -2.2], [1.3, -0.1, -2.1], [-0.3, -0.2, 0.0], [0.2, 0.2, -0.1], [-0.1, -0.2, -0.1], [0.1, 0.2, 0.2], [0.6, -0.1, 0.1], [-0.2, -0.2, -0.1], [0.3, 0.0, 0.7], [-0.5, -0.4, -0.3], [-0.5, -0.3, 0.0], [-0.1, -0.4, 0.1], [-0.6, -0.5, 0.0], [0.5, 0.1, 0.1], [0.1, 0.2, 0.6], [-0.2, 0.3, -0.2], [0.7, -0.1, 0.2], [-0.1, 0.7, -0.4], [-0.2, 0.4, -0.2], [-0.5, 0.1, -0.5], [0.2, 0.2, -0.3], [0.0, 0.1, -0.2], [0.0, 0.0, -0.7], [-0.2, -0.3, -0.3], [0.1, -0.2, -0.6], [0.0, -0.2, -0.2], [-0.2, -0.3, -0.2], [0.2, 0.2, 0.1], [0.8, -0.2, 0.5], [0.3, 0.6, 0.4], [0.6, 0.0, 0.1], [0.2, -0.2, 0.2], [-0.2, 0.0, -0.3], [-0.2, -0.3, -0.2], [0.2, 0.1, 0.3], [0.0, -0.2, 0.2], [0.2, -0.2, -0.2], [0.2, 0.1, -0.2], [-0.2, 0.0, 0.1], [-0.1, -0.3, 0.1], [0.0, -0.2, 0.0], [0.0, -0.2, 0.0], [0.2, 0.0, 0.0]]
}